A cluster of 2 separate species, C2H2BrF3 in total at a distorted geometry, computed with the ωB97M-V functional and the def2-TZVPD basis.

Output
HOMO (spin up / spin down) = -0.3327 / -0.3327 Ha
HOMO-LUMO gap (spin up / spin down) = 0.343 / 0.343 Ha

Last column: Löwdin charge in e.
Positions of all 8 atoms, in Å:
C1 0.3691 -0.1783 1.0795  -0.285
C2 -0.5039 0.3284 -1.0465  -0.670
F1 0.7185 -1.4549 1.0195  0.030
F2 1.4075 0.6258 1.2269  0.057
F3 0.5962 1.0292 -1.4517  -0.095
Br1 -0.7496 -1.3459 -1.8250  0.717
H1 -0.3241 0.0309 1.9663  0.141
H2 -1.5137 0.9649 -0.9689  0.105

---

A cluster of 2 separate species, C6H15NO in total at a distorted geometry, computed with the ωB97M-V functional and the def2-TZVPD basis.

Output
HOMO (spin up / spin down) = 0.0434 / -0.1581 Ha
HOMO-LUMO gap (spin up / spin down) = 0.092 / 0.291 Ha
2S+1 = 2
Net charge = -1

Last column: Löwdin charge in e.
Positions of all 23 atoms, in Å:
C1 -0.3114 0.7422 2.5889  -0.158
C2 -0.4280 1.9753 1.7043  -0.292
C3 -0.8905 1.6072 0.3006  -0.265
C4 -0.0129 0.6516 -0.4683  -0.146
C5 -0.5474 -0.4091 -1.0706  -0.271
N1 0.1432 -1.2472 -1.9624  -0.117
C6 1.4139 -0.8506 -2.4673  -0.291
H1 0.6105 0.1787 2.4671  0.056
H2 -0.2549 0.9936 3.6646  0.056
H3 -1.2338 0.1565 2.5791  0.064
H4 0.5829 2.4072 1.6688  0.094
H5 -0.9950 2.8059 2.1311  0.091
H6 -1.1689 2.5049 -0.2652  0.096
H7 -1.8222 1.0590 0.4556  0.093
H8 1.0255 0.9538 -0.4110  0.088
H9 -1.6183 -0.5296 -1.1670  0.097
H10 -0.5109 -1.5809 -2.6559  0.057
H11 2.1372 -1.6639 -2.5686  0.030
H12 1.8819 -0.0462 -1.9171  0.050
H13 1.3638 -0.4355 -3.4904  0.057
H14 0.3070 -3.1847 1.0830  -0.030
H15 0.4069 -3.2514 -0.4653  -0.038
O1 -0.0789 -2.8367 0.2660  -0.322

---

An isolated molecule of C3H2BrClO at a distorted geometry, computed with the ωB97M-V functional and the def2-TZVPD basis.

Output
HOMO = -0.3472 Ha
HOMO-LUMO gap = 0.319 Ha
SMILES = O=C/C(Br)=C/Cl

Last column: Löwdin charge in e.
Positions of all 8 atoms, in Å:
C1 0.3156 -1.3008 0.6770  -0.603
C2 0.9795 0.2770 -1.3565  -0.326
C3 1.1717 -0.8723 -0.4316  -0.691
O1 1.9757 0.7749 -1.8762  -0.031
Cl1 0.8237 -2.5927 1.6243  0.636
Br1 2.8409 -1.7249 -0.6971  0.768
H1 -0.5262 -0.6507 1.0577  0.093
H2 -0.0936 0.6856 -1.6299  0.155

---

A cluster of 2 separate species, C4H11NO3 in total at a distorted geometry, computed with the ωB97M-V functional and the def2-TZVPD basis.

Output
HOMO = -0.3635 Ha
HOMO-LUMO gap = 0.389 Ha
SMILES = C[C@@H](O)CNC=O.O

Last column: Löwdin charge in e.
Positions of all 19 atoms, in Å:
O1 2.1446 0.1495 1.2825  -0.002
C1 1.5323 -0.8355 0.9172  -0.343
N1 0.1672 -0.9882 1.0496  0.012
C2 -0.6461 0.2102 1.3575  -0.098
C3 -1.2077 0.8613 0.0229  -0.341
C4 -0.7784 2.3295 -0.0326  -0.045
O2 -0.5194 0.2741 -1.0811  -0.101
H1 2.1177 -1.5198 0.2975  0.133
H2 -0.2213 -1.8942 0.8308  0.132
H3 0.1609 0.7804 1.8951  0.127
H4 -1.4658 -0.0415 1.9814  0.099
H5 -2.2734 0.7439 -0.1947  0.145
H6 0.2789 2.3324 0.1919  0.084
H7 -1.3398 3.0696 0.5465  0.092
H8 -0.9260 2.6657 -1.0066  0.056
H9 0.3086 0.7324 -1.2917  0.108
H10 -0.0792 -1.1833 -3.0118  0.017
H11 -0.6773 -1.5796 -1.7527  0.012
O3 -0.4215 -1.9885 -2.6130  -0.086

---

A structure of composition C21H43LuN2OP3S at a distorted geometry, computed with the ωB97M-V functional and the def2-TZVPD basis.

Output
HOMO = -0.6224 Ha
HOMO-LUMO gap = 0.290 Ha
Net charge = +3

Last column: Löwdin charge in e.
Positions of all 72 atoms, in Å:
Lu1 -0.2660 0.2359 -0.3375  1.052
P1 -0.8028 -0.5496 2.3671  0.727
P2 2.4101 -0.0068 0.0587  0.699
P3 -0.7166 -2.5677 -0.6222  0.735
H1 -2.3944 1.8105 -2.1353  0.092
C1 -2.7961 0.9009 -1.6681  -0.052
C2 -3.0175 0.8375 -0.3245  -0.116
H2 -2.8427 1.7163 0.3133  0.036
C3 -0.9952 0.6917 3.6907  -0.259
C4 0.6248 -1.4282 3.1090  -0.254
C5 -2.2326 -1.6097 2.8199  -0.244
C6 3.2794 0.6796 -1.4081  -0.254
C7 3.1231 1.0664 1.3601  -0.266
C8 3.3437 -1.5383 0.3762  -0.240
C9 -2.5224 -2.9188 -0.6083  -0.239
C10 -0.1307 -3.7612 0.6460  -0.260
C11 -0.2168 -3.5616 -2.0896  -0.250
H3 -3.0992 0.1155 -2.3663  0.074
H4 -3.5276 0.0071 0.1773  0.065
H5 -1.7199 1.4610 3.4018  0.039
H6 -0.0326 1.1623 3.9232  0.045
H7 -1.3673 0.1823 4.5909  0.069
H8 1.4837 -0.7480 3.1545  0.027
H9 0.9120 -2.3106 2.5293  0.014
H10 0.3592 -1.7321 4.1300  0.081
H11 -3.1223 -1.2608 2.2822  0.044
H12 -2.4258 -1.5067 3.8942  0.065
H13 -2.0758 -2.6657 2.5866  0.032
H14 4.3579 0.6884 -1.1854  0.080
H15 2.9643 1.7159 -1.6139  0.062
H16 3.1263 0.0502 -2.2970  0.058
H17 4.2063 0.9001 1.4094  0.078
H18 2.6641 0.8392 2.3291  0.032
H19 2.9230 2.1179 1.1251  0.019
H20 4.4185 -1.3301 0.2745  0.075
H21 3.0416 -2.3092 -0.3424  0.049
H22 3.1225 -1.9115 1.3841  0.049
H23 -2.7330 -3.7712 -1.2661  0.069
H24 -3.0739 -2.0401 -0.9648  0.020
H25 -2.8560 -3.1561 0.4080  0.045
H26 -0.2989 -4.7840 0.2858  0.076
H27 -0.6693 -3.6217 1.5865  0.019
H28 0.9411 -3.6095 0.8227  0.035
H29 -0.6386 -4.5800 -2.0331  0.073
H30 0.8839 -3.6339 -2.1236  0.059
H31 -0.5895 -3.0926 -3.0105  0.029
C12 0.2076 0.2354 -3.7691  -0.271
C13 1.3163 0.6629 -4.5020  -0.012
C14 1.5715 0.0058 -5.7126  -0.027
C15 0.6864 -0.9670 -6.1910  -0.035
C16 -0.4833 -1.2603 -5.4859  -0.037
C17 -0.7469 -0.6398 -4.2563  -0.037
O1 0.1661 0.5302 -2.3838  -0.247
H32 1.0650 0.8824 -2.0944  0.041
H33 2.0116 1.4147 -4.1087  0.127
H34 2.4780 0.2515 -6.2692  0.130
H35 0.9282 -1.5315 -7.0930  0.129
H36 -1.1946 -1.9843 -5.8786  0.127
H37 -1.6209 -0.8952 -3.6496  0.100
C18 -2.2549 4.1814 1.7499  -0.002
N1 -0.9434 4.0569 2.3795  -0.108
C19 -0.6080 4.5535 3.6278  0.002
C20 0.6910 4.2481 3.8604  -0.009
N2 1.1347 3.5511 2.7447  0.096
C21 0.1155 3.3937 1.8402  -0.674
S1 0.1753 2.7325 0.2420  0.594
H38 -2.1313 4.3619 0.6783  0.090
H39 -2.8508 3.2746 1.9104  0.087
H40 -2.7894 5.0236 2.1935  0.117
H41 -1.3351 5.0911 4.2028  0.146
H42 1.3180 4.4820 4.7037  0.143
H43 2.0713 3.1716 2.6219  0.138

---

A structure of composition C5H4IrO4 at a distorted geometry, computed with the ωB97M-V functional and the def2-TZVPD basis.

Output
HOMO (spin up / spin down) = -0.6507 / -0.6287 Ha
HOMO-LUMO gap (spin up / spin down) = 0.342 / 0.159 Ha
2S+1 = 6
Net charge = +2

Last column: Löwdin charge in e.
Positions of all 14 atoms, in Å:
C1 -3.0017 3.5646 0.4045  0.030
C2 -4.1966 3.9785 0.4910  0.083
H1 -5.2398 4.2673 0.5317  0.062
H2 0.8772 3.3087 0.7277  0.237
O1 -0.5162 2.0315 -0.5496  0.123
C3 0.4242 2.7868 -1.0860  -0.581
O2 0.7286 2.6839 -2.2755  -0.154
O3 1.0987 3.4952 -0.2537  0.245
Ir1 1.8377 3.3876 -3.5358  1.118
C4 -2.0506 0.2391 -0.9676  0.142
C5 -0.8688 0.7638 -1.1969  0.147
O4 -2.9559 0.4380 -0.0442  0.208
H3 -0.1272 0.3616 -1.8801  0.167
H4 -3.8076 0.7187 -0.4094  0.173

---

In order of appearance, calculated total energy = -2950.89846 -367.50542 -3224.89490 -439.45763 -3667.66340 -597.01359 Eh.